An isolated ion of composition C7H14NO and charge +1. Source: the Open Molecules 2025 dataset; level of theory: ωB97M-V with the def2-TZVPD basis set.

Output
Energy relative to the best compared isomer or geometry (same formula, charge and spin) = 575.4 kJ/mol
Electronic energy = -11011.857 eV
E_LUMO (alpha / beta) = -4.941 / -4.941 eV
Gap between HOMO and LUMO (alpha / beta) = 8.07 / 8.07 eV

Geometry as ORCA input:
```
! wB97M-V def2-TZVPD RIJCOSX def2/J DEFGRID3
* xyz 1 1
O 1.92884 1.78885 0.59413
N 0.60218 -0.03266 1.11273
C 2.30656 1.37294 -0.49382
C 1.47876 -0.93262 1.81434
C -2.28188 0.04166 -0.24607
C -0.84981 0.22468 -0.86426
C 0.72822 1.40111 1.31986
C -0.87266 -0.60982 -2.21535
C 0.13228 -0.44248 -0.06542
H 1.72361 0.49476 -0.90178
H -1.27842 -0.13326 -3.05498
H -1.51027 -1.51056 -2.04024
H -3.11796 0.00015 -1.00248
H 0.20829 -1.55792 -0.31820
H 2.42878 -1.06140 1.35017
H 1.05638 1.53407 2.33026
H -2.18819 -1.02781 0.03815
H 0.08253 -0.99527 -2.66809
H -0.13794 2.03799 1.15868
H -2.35022 0.74223 0.67443
H 1.57839 -0.64458 2.86491
H -0.65731 1.28360 -1.09067
H 0.98985 -1.97366 1.70370
*
```

***

C7H14NO as an isolated structure. Source: the Open Molecules 2025 dataset; level of theory: ωB97M-V with the def2-TZVPD basis set.

Output
Energy relative to the best compared isomer or geometry (same formula, charge and spin) = 16.7 kJ/mol
Electronic energy = -11011.051 eV
E_LUMO (alpha / beta) = -3.309 / -5.600 eV
Gap between HOMO and LUMO (alpha / beta) = 7.66 / 8.52 eV

Geometry as ORCA input:
```
! wB97M-V def2-TZVPD RIJCOSX def2/J DEFGRID3
* xyz 1 3
O -1.81408 -0.76771 -1.15458
N -3.24453 0.22765 0.26583
C 1.39465 -0.49346 -0.28284
C -1.96329 -0.63067 0.10969
C -0.15946 1.41756 -0.15237
C -0.49017 0.54598 0.87506
C 1.16364 0.99759 -0.71955
C 2.80975 -0.95067 -0.23656
C 0.71293 -0.44568 1.14260
H 3.35053 -0.26553 0.31873
H -1.09291 0.83472 1.63985
H 1.27743 0.16363 1.86744
H -3.39213 1.12035 -0.40714
H 0.89978 -1.16065 -0.92787
H 3.28599 -1.01032 -1.30165
H -0.89427 2.16571 -0.56019
H 2.92796 -2.01793 0.03558
H -0.96596 -1.20428 -1.39294
H -3.86082 -0.55356 0.14605
H 0.45648 -1.41457 1.58081
H -3.49406 0.51721 1.16998
H 1.83565 1.73151 -0.23890
H 1.25690 1.19313 -1.77704
*
```

***

> energy relative to the best compared isomer or geometry (same formula, charge and spin) of number 1 (C7H14NO)?

575.4 kJ/mol

***

> The lowest energy relative to the best compared isomer or geometry (same formula, charge and spin) belongs to which entry?

number 2